Entry 1:
This record from the OMol25 dataset describes C23H25Cl5ErN2O2S3Si as an isolated structure. The level of theory is wB97M-V/def2-TZVPD.

Last column: Mulliken spin population.
Atoms and positions in Å:
Er (0.032, 0.093, -0.023)  3.04
Cl (-3.778, 5.149, -2.907)  0.00
Cl (-1.590, 2.996, -3.529)  0.00
Cl (-4.509, 2.953, 1.966)  0.00
Cl (-5.263, 5.112, -0.174)  0.00
Cl (-2.199, 0.903, 1.316)  0.00
S (2.029, -0.058, 4.693)  0.00
S (-1.865, -4.205, 1.825)  0.00
S (0.787, -0.957, -2.906)  0.00
Si (4.858, 2.072, -1.404)  0.00
O (-1.210, 1.070, -1.350)  -0.01
O (0.322, -1.535, -1.581)  0.00
N (-0.866, -1.944, 1.171)  0.00
N (0.863, -0.136, 2.423)  0.00
C (-2.071, 2.000, -1.095)  0.00
C (-2.419, 3.003, -2.028)  0.00
C (-0.326, -2.266, 2.395)  0.00
C (3.167, 1.507, -0.848)  -0.01
C (0.556, -1.318, 3.054)  0.00
C (-3.706, 3.001, 0.452)  0.00
C (1.630, 0.626, 3.155)  0.00
C (-1.702, -2.852, 0.755)  0.00
C (2.142, 1.950, 2.737)  0.00
C (2.046, -2.397, -4.803)  0.00
C (1.101, -1.442, 4.301)  0.00
C (2.617, -1.073, -2.827)  0.00
C (0.697, -2.362, -4.105)  0.00
C (-3.380, 3.962, -1.739)  0.00
C (-4.041, 3.955, -0.504)  0.00
C (5.003, 3.960, -1.230)  0.00
C (-2.486, -2.740, -0.497)  0.00
C (6.163, 1.180, -0.337)  0.00
C (5.127, 1.565, -3.226)  0.00
C (-2.726, 2.067, 0.153)  0.00
C (2.077, 1.131, -0.452)  0.00
C (-0.752, -3.466, 2.893)  0.00
C (3.075, -2.243, -3.688)  0.00
H (3.105, -3.160, -3.098)  0.00
H (4.077, -2.070, -4.077)  0.00
H (2.881, -1.172, -1.773)  0.00
H (0.529, -3.261, -3.513)  0.00
H (-2.394, -1.730, -0.908)  0.00
H (2.184, -3.326, -5.352)  0.00
H (1.320, 2.596, 2.420)  0.00
H (-2.121, -3.455, -1.236)  0.00
H (2.995, -0.120, -3.191)  0.00
H (4.875, 4.290, -0.203)  0.00
H (5.199, 0.487, -3.339)  0.00
H (2.815, 1.836, 1.881)  0.00
H (1.009, -2.250, 4.996)  0.00
H (2.679, 2.426, 3.552)  0.00
H (4.326, 1.923, -3.866)  0.00
H (-0.133, -2.190, -4.786)  0.00
H (-3.534, -2.971, -0.307)  0.00
H (6.054, 1.987, -3.605)  0.00
H (6.110, 0.101, -0.455)  0.00
H (2.126, -1.574, -5.513)  0.00
H (4.259, 4.470, -1.833)  0.00
H (7.160, 1.492, -0.632)  0.00
H (-0.490, -3.935, 3.818)  0.00
H (6.053, 1.399, 0.721)  0.00
H (5.982, 4.292, -1.563)  0.00

Summary:
LUMO energy (spin up / spin down)   -2.69 / -2.68 eV
Spin multiplicity   4
Net charge   +1
Expectation value of S²   3.752
E_HOMO (spin up / spin down)   -10.696 / -10.699 eV

=====

Entry 2:
This record from the OMol25 dataset describes C24H55I2N3O2 as an isolated structure. The level of theory is wB97M-V/def2-TZVPD.

Last column: Mulliken charge in e.
Atoms and positions in Å:
I (6.292, -3.897, -3.629)  0.13
I (8.797, -5.180, -1.334)  0.10
O (3.529, -6.232, -1.702)  -0.40
O (3.568, -7.348, 0.209)  -0.40
N (0.025, -1.274, 1.356)  0.24
N (-1.508, 4.847, 4.203)  0.13
N (-0.993, 1.476, -4.590)  0.10
C (6.513, -5.654, 0.479)  -1.22
C (-2.277, 4.473, 5.377)  -0.70
C (-0.486, -0.129, 2.090)  -0.70
C (5.802, -5.189, -1.931)  -0.99
C (-2.152, 2.444, -6.660)  -0.98
C (-1.436, 3.850, 3.150)  -0.67
C (-1.567, 2.380, -3.612)  -0.54
C (0.725, -3.651, 1.453)  -1.39
C (-0.356, -1.341, -0.043)  -0.09
C (-1.979, -0.097, 2.437)  -0.80
C (-1.481, 0.109, -4.545)  -0.49
C (3.881, -4.152, -0.496)  -1.19
C (-1.432, 1.875, -2.184)  -1.12
C (4.273, -4.993, -1.701)  0.17
C (3.980, -7.184, -0.862)  -0.03
C (-0.868, 2.063, -5.913)  -0.71
C (-3.807, 4.546, 5.291)  -0.98
C (-0.062, -2.519, 2.094)  -0.42
C (-1.730, 6.191, 3.706)  -0.29
C (-2.987, -0.127, -4.717)  -1.06
C (-2.692, 3.593, 2.307)  -0.73
C (-1.515, 7.266, 4.762)  -1.43
C (6.716, -4.807, -0.755)  -0.45
C (-1.770, -1.828, -0.385)  -1.08
H (-3.242, -1.133, -4.375)  0.42
H (-1.019, 6.372, 2.895)  0.44
H (-1.178, -0.326, -3.588)  0.15
H (-0.523, 7.183, 5.207)  0.33
H (-0.233, 0.780, 1.536)  0.31
H (6.451, -6.691, 0.193)  0.39
H (-1.105, 2.904, 3.589)  0.29
H (-3.296, -0.058, -5.759)  0.33
H (4.710, -7.889, -1.271)  0.48
H (-2.325, -1.036, 2.870)  0.34
H (-2.163, 0.689, 3.173)  0.27
H (-3.585, 0.575, -4.134)  0.24
H (-1.983, 3.463, 5.674)  0.34
H (0.308, -3.949, 0.490)  0.26
H (1.767, -3.364, 1.306)  0.25
H (-2.670, 1.570, -7.051)  0.23
H (2.922, -3.718, -0.723)  0.26
H (-1.954, 5.107, 6.207)  0.39
H (0.348, -2.348, 3.093)  0.51
H (-2.735, 6.318, 3.273)  0.26
H (-3.438, 3.020, 2.856)  0.18
H (0.081, -0.059, 3.024)  0.35
H (-1.599, 8.253, 4.303)  0.44
H (-0.939, -0.475, -5.293)  0.37
H (-0.390, 1.661, -1.943)  0.30
H (-2.520, -1.054, -0.224)  0.22
H (-2.629, 2.595, -3.812)  0.26
H (-2.424, 3.004, 1.426)  0.13
H (-1.901, 3.075, -7.516)  0.40
H (5.602, -5.402, 1.002)  0.27
H (-1.818, -2.102, -1.442)  0.40
H (-2.259, 7.215, 5.558)  0.29
H (-1.791, 2.635, -1.488)  0.36
H (0.705, -4.528, 2.100)  0.53
H (-2.055, -2.709, 0.191)  0.36
H (-2.592, 0.134, 1.566)  0.15
H (-0.253, 2.963, -5.814)  0.43
H (6.683, -3.754, -0.569)  0.52
H (-4.228, 3.698, 4.752)  0.28
H (6.059, -6.178, -2.265)  0.71
H (-4.232, 4.527, 6.297)  0.38
H (-1.040, 3.335, -3.684)  0.48
H (-2.842, 3.008, -6.033)  0.28
H (-0.628, 4.146, 2.472)  0.34
H (4.547, -3.328, -0.298)  0.35
H (7.330, -5.535, 1.170)  0.48
H (3.907, -4.478, -2.559)  0.46
H (-0.200, -0.357, -0.493)  0.16
H (-4.151, 5.463, 4.811)  0.24
H (0.358, -1.990, -0.559)  -0.16
H (-3.149, 4.517, 1.954)  0.37
H (3.713, -4.767, 0.365)  0.36
H (-1.103, -2.850, 2.239)  0.29
H (-0.282, 1.385, -6.540)  0.36
H (-2.021, 0.973, -2.012)  0.21

Summary:
LUMO energy   -0.07 eV
E_HOMO   -8.161 eV